20
Properties=species:S:1:pos:R:3:forces:R:3:nbo_charge:R:1 method="wB97M-V/def2-TZVPD" relative_energy_kcal_mol=39.5 total_charge=+1 gap_ev=9.0 smiles="C[Si](C)(C)/[NH+]=C/N" fmax_ha_per_bohr=0.157
C -0.041 -2.184 0.766 0.2733 2.1726 -1.2342 -1.065
Si 0.490 -0.558 -0.194 -0.5788 -1.2025 -2.1146 1.647
C 1.999 0.420 0.454 -1.9420 -3.9859 -0.1192 -1.071
C 0.758 -0.802 -2.135 -2.4159 1.7794 2.8978 -1.040
N -1.045 0.450 -0.158 -1.8115 5.5331 5.2794 -0.943
C -1.283 1.571 0.955 -0.2565 -5.1506 -6.1987 0.423
N -2.348 2.341 0.774 2.9785 -1.7753 0.8219 -0.691
H 0.143 -1.909 1.768 -0.4855 0.3245 1.6573 0.231
H -1.019 -2.643 0.606 0.1541 0.4512 -0.0672 0.261
H 0.716 -2.890 0.638 1.2112 -1.5020 -0.6866 0.248
H 2.002 0.176 1.488 0.6322 0.5675 1.1365 0.240
H 2.780 -0.131 -0.048 0.5320 -0.1663 0.0229 0.264
H 2.031 1.383 0.137 0.0495 3.0105 -0.4545 0.247
H 0.911 0.170 -2.592 -0.5537 0.2332 -0.2006 0.241
H 1.648 -1.273 -2.271 2.4269 -1.9930 -0.4683 0.237
H -0.112 -1.352 -2.464 0.0581 -0.0691 -0.6650 0.239
H -1.969 0.458 -0.611 1.1283 -0.9048 -0.5362 0.400
H -0.535 1.478 1.706 0.2249 1.0407 0.8234 0.242
H -2.302 3.219 1.262 -1.0382 0.4375 -0.1127 0.454
H -2.826 2.075 -0.079 -0.5870 1.1995 0.2185 0.435